Record 1
An isolated molecule of C5H7BNO3P in a non-equilibrium geometry, computed with ωB97M-V/def2-TZVPD.

Last column: natural (NBO) charge in e.
CARTESIAN COORDINATES (ANGSTROEM)
O: -0.568339 -0.296504 3.766990  -1.0451
P: -1.066952 -0.089988 2.338598  1.9921
O: -2.575608 0.693044 2.336124  -0.9430
O: -1.274879 -1.587825 1.520745  -0.9755
B: 0.138521 1.039154 1.308817  0.2768
C: 0.506171 0.518971 -0.168599  -0.3609
C: -0.521441 -0.051965 -1.149840  -0.2227
C: -0.072699 -0.553864 -2.492916  0.0179
N: 1.198498 -0.577685 -3.104676  -0.3768
C: 2.108030 -0.038184 -2.170706  0.0174
C: 1.910955 0.481803 -0.774548  -0.2241
H: -2.757284 0.920600 1.395505  0.4855
H: -1.102023 -2.261442 2.213471  0.5145
H: 0.612974 2.030163 1.730142  -0.0256
H: -1.617406 -0.097033 -0.860164  0.2235
H: -0.901272 -0.999839 -3.149795  0.2046
H: 3.186646 0.003622 -2.560464  0.2047
H: 2.796107 0.866970 -0.178686  0.2366

Forces on the atoms, in the same order (eV/Å):
-1.041 0.295 -3.136
-0.878 -1.203 2.638
2.166 -1.134 -1.238
0.315 2.306 1.638
0.208 -1.131 -2.150
0.934 -1.482 -3.734
3.045 0.246 -0.130
-0.918 0.137 0.268
-1.291 1.998 5.606
0.647 0.250 0.569
-2.701 -0.505 -1.120
-0.237 -0.112 0.785
-0.160 0.379 -0.435
-0.038 0.009 0.340
1.590 -0.116 -0.619
1.307 0.768 1.066
-1.727 -0.077 0.671
-1.221 -0.628 -1.017

The calculation puts the energy relative to the best compared isomer or geometry (same formula, charge and spin) at 45.1 kcal per mole. As for the HOMO energy: -9.73 eV. The gap between HOMO and LUMO comes out at 0.2903 Ha. The SMILES is O=P(O)(O)Bc1ccncc1. For the calculated total energy, the calculation gives -22895.2236 eV. The calculation puts the LUMO energy at -0.0674 Ha. The charge is 0.



Record 2
A structure of composition C24H41CeF3O3P2S in a non-equilibrium geometry, computed with ωB97M-V/def2-TZVPD.

Last column: Löwdin spin population.
CARTESIAN COORDINATES (ANGSTROEM)
Ce: -1.785921 0.292386 -1.382652  1.0147
C: -0.449587 2.723491 -0.418913  -0.0022
C: 0.145597 2.403582 -1.691449  -0.0023
C: -2.107542 2.821582 -2.016206  -0.0023
C: -1.826045 2.998980 -0.635680  -0.0028
C: -0.894838 2.444557 -2.675884  -0.0027
C: 0.288989 2.964912 0.839380  -0.0002
H: -0.331562 2.695617 1.708898  0.0000
H: 0.570140 4.030037 0.955604  -0.0001
H: 1.213893 2.380808 0.890082  0.0000
C: -2.760449 3.507085 0.398908  -0.0002
H: -2.215081 3.969120 1.222144  0.0000
H: -3.371901 2.692455 0.798802  -0.0001
H: -3.447684 4.259996 -0.013613  0.0000
C: -3.435407 3.027049 -2.660295  0.0003
H: -3.928483 3.907299 -2.225845  0.0001
H: -4.101164 2.159996 -2.507418  0.0001
H: -3.332287 3.193741 -3.735479  0.0000
C: -0.692228 2.252185 -4.137858  -0.0002
H: -1.454445 2.823435 -4.698442  0.0000
H: -0.782049 1.193369 -4.428692  -0.0001
H: 0.289626 2.612665 -4.448257  0.0000
C: 1.590640 2.307236 -1.977423  0.0000
H: 1.856312 2.939098 -2.841782  0.0000
H: 1.885126 1.281380 -2.227615  0.0000
H: 2.192741 2.632544 -1.123490  0.0000
C: 1.554783 0.180241 4.167734  -0.0001
C: 2.819458 0.505395 3.853971  -0.0001
C: 3.783800 -0.180875 2.908267  -0.0006
C: 3.531243 -1.651120 2.499016  -0.0007
C: 2.740916 -1.639050 1.162916  -0.0007
C: 1.896904 -0.484703 1.165250  -0.0133
C: 0.634179 -0.490171 1.908325  -0.0008
C: 0.731550 -0.838401 3.458322  -0.0006
H: 4.775339 -0.098759 3.388568  -0.0001
H: 3.028338 -2.214681 3.275968  0.0000
H: 3.878144 0.424248 1.979947  -0.0001
H: 1.100432 -1.869359 3.614600  0.0000
H: 1.049055 0.657797 5.020518  0.0000
H: 3.278413 1.359928 4.365039  0.0000
H: -0.305070 -0.841618 3.839697  0.0000
H: 0.168172 0.505565 1.840625  0.0001
H: 2.206099 0.481949 0.727131  -0.0001
H: -0.091712 -1.203273 1.475504  0.0000
H: 4.504744 -2.145679 2.347720  -0.0001
H: 3.521522 -1.641395 0.357386  -0.0001
P: 1.444597 -2.925984 0.532817  0.0005
C: 1.117551 -3.921607 2.004349  0.0001
C: 2.631699 -4.005719 -0.361875  0.0000
P: 0.298891 -0.985412 -1.228184  0.0101
C: -0.004910 -2.685626 -0.436875  0.0031
C: 1.934033 -1.202692 -2.063226  0.0008
C: -0.824408 -1.490826 -2.802401  0.0023
H: 0.111764 -3.828999 2.440758  0.0000
H: 1.893675 -3.820558 2.776684  0.0000
H: 1.234224 -4.891825 1.505551  0.0000
H: 2.476416 -5.025340 0.020383  0.0000
H: 3.653539 -3.701167 -0.108867  0.0000
H: 2.505678 -4.010124 -1.451395  0.0000
H: -0.316875 -2.453318 -3.006685  -0.0003
H: -0.794788 -0.869504 -3.730891  0.0003
H: -1.898082 -1.773850 -2.607136  0.0006
H: -0.959651 -2.750876 0.135993  0.0001
H: -0.131265 -3.391408 -1.282116  0.0001
H: 1.904849 -0.553942 -2.949203  0.0001
H: 1.984041 -2.242380 -2.410814  0.0000
H: 2.832056 -0.932381 -1.489632  0.0000
F: -5.237562 1.548928 0.149345  0.0000
C: -5.558035 0.294419 0.543545  0.0000
F: -5.687362 0.298829 1.889977  0.0000
F: -6.753261 -0.014577 -0.006050  0.0000
S: -4.203023 -0.888517 0.019029  -0.0004
O: -4.570404 -2.224751 0.360103  -0.0002
O: -4.021600 -0.587408 -1.447597  0.0005
O: -2.984489 -0.294029 0.681082  -0.0017

Forces on the atoms, in the same order (eV/Å):
-3.127 4.971 0.795
-0.292 -0.256 -1.419
-1.687 0.027 0.351
0.633 -0.134 -0.059
0.794 -0.264 -0.380
0.367 0.346 1.055
0.218 0.156 0.828
0.319 0.138 -0.176
-0.164 -0.407 -0.096
-0.175 0.094 0.063
-0.557 -0.004 0.187
-0.072 -0.039 -0.017
0.010 0.277 0.190
0.176 -0.209 0.108
-0.351 0.031 -0.017
-0.009 -0.274 -0.150
-0.075 0.301 -0.139
-0.105 -0.041 0.125
-0.562 0.099 -0.394
0.397 -0.361 0.090
0.079 0.241 -0.273
-0.024 -0.115 -0.035
0.740 -0.213 -0.359
-0.014 -0.176 0.323
0.201 0.385 0.049
-0.070 -0.070 -0.157
0.595 0.147 0.428
-0.378 0.003 0.280
0.474 0.339 -0.145
0.736 -0.786 -0.037
0.386 -0.510 -0.830
-2.812 2.600 -4.117
-0.504 -0.130 1.568
-0.758 -0.315 -0.791
-0.307 -0.308 -0.119
-0.031 0.111 0.267
0.121 -0.277 0.615
-0.150 0.503 -0.145
0.412 0.198 -0.567
-0.214 -0.351 0.024
0.411 0.045 0.014
0.027 -0.392 -0.024
0.158 -0.647 0.667
-0.401 -0.006 0.362
-0.235 0.088 0.107
-0.858 0.106 0.408
4.159 -0.478 2.683
-0.622 -0.907 -0.443
-0.430 -0.570 -0.272
4.714 -1.547 1.839
-1.304 0.736 -0.929
-0.400 -0.137 -0.880
0.123 -1.571 -1.152
0.405 0.055 -0.211
-0.287 0.091 -0.465
-0.427 -0.352 0.947
0.140 0.181 -0.410
-0.340 -0.057 -0.109
0.075 -0.043 0.336
-0.405 0.615 -0.445
0.101 -0.312 0.680
0.776 -0.136 -0.264
0.795 0.262 -0.139
0.601 0.010 0.712
0.092 -0.303 0.022
0.241 0.327 -0.104
-0.670 -0.127 0.047
-0.046 -1.042 0.140
-1.225 0.701 0.519
0.316 -0.232 -1.319
1.371 -0.026 0.430
0.583 0.750 -0.412
0.179 0.779 -0.045
-0.760 -0.749 1.099
-1.077 -0.838 -0.314

As for the HOMO energy (spin up / spin down): -8.66 / -8.70 eV. The gap between HOMO and LUMO (spin up / spin down) comes out at 0.2082 / 0.2124 Ha. As for the multiplicity: 2. For the calculated total energy, the calculation gives -82180.0034 eV. The calculation puts the LUMO energy (spin up / spin down) at -0.1101 / -0.1075 Ha. The expectation value of S² is 0.75. The charge is +1.